No. 1
Molecular formula: C25H35N5O3
Method: DFT, ωB97M-V with the def2-TZVPD basis set

Last column: Löwdin charge in e.
Positions of all 68 atoms, in Å:
C: -2.23 -1.11 -2.10  -0.06
C: -1.69 -2.39 -2.74  -0.26
O: -0.59 -2.95 -2.05  -0.16
C: -0.92 -3.60 -0.85  -0.21
C: 0.35 -4.12 -0.17  -0.16
N: 1.31 -3.14 0.28  -0.16
C: 0.73 -2.13 1.16  -0.18
C: 1.85 -1.28 1.77  -0.13
N: 2.75 -0.72 0.78  -0.06
C: 2.67 0.59 0.37  -0.13
C: 3.79 1.34 0.05  -0.11
C: 5.18 0.83 0.36  -0.19
C: 5.55 1.19 1.79  -0.08
C: 3.62 2.66 -0.44  -0.28
C: 4.78 3.51 -0.84  -0.03
N: 2.44 3.23 -0.57  0.16
C: 1.37 2.53 -0.20  -0.25
C: 0.02 2.84 -0.20  0.05
C: -0.62 1.69 0.27  -0.23
C: -2.05 1.44 0.44  -0.16
C: -2.98 2.28 -0.17  0.03
C: -4.33 2.01 -0.02  -0.26
O: -5.34 2.75 -0.56  -0.08
C: -5.00 3.88 -1.33  -0.09
C: -4.76 0.91 0.73  0.06
C: -3.83 0.08 1.34  -0.27
O: -4.13 -1.02 2.08  -0.08
C: -5.49 -1.33 2.28  -0.09
C: -2.47 0.35 1.19  0.03
N: 0.26 0.73 0.55  0.13
N: 1.46 1.22 0.27  0.03
C: 3.23 -1.73 -0.14  -0.14
C: 2.06 -2.49 -0.77  -0.17
H: -2.96 -0.65 -2.77  0.08
H: -2.72 -1.31 -1.15  0.06
H: -1.43 -0.40 -1.93  0.07
H: -2.49 -3.13 -2.84  0.12
H: -1.30 -2.16 -3.74  0.12
H: -1.59 -4.46 -1.06  0.13
H: -1.46 -2.93 -0.17  0.11
H: 0.87 -4.79 -0.87  0.12
H: 0.05 -4.71 0.70  0.12
H: 0.18 -2.63 1.96  0.13
H: 0.06 -1.45 0.62  0.08
H: 1.42 -0.47 2.36  0.12
H: 2.46 -1.91 2.42  0.13
H: 5.90 1.26 -0.33  0.10
H: 5.23 -0.25 0.26  0.09
H: 6.57 0.86 2.02  0.07
H: 5.50 2.27 1.95  0.07
H: 4.87 0.72 2.49  0.07
H: 5.47 3.67 -0.01  0.08
H: 5.33 3.05 -1.66  0.08
H: 4.40 4.48 -1.17  0.08
H: -0.41 3.78 -0.49  0.10
H: -2.64 3.11 -0.75  0.10
H: -4.41 3.61 -2.21  0.10
H: -5.94 4.32 -1.65  0.09
H: -4.45 4.62 -0.73  0.10
H: -5.82 0.75 0.81  0.12
H: -5.50 -2.22 2.91  0.09
H: -6.00 -1.54 1.34  0.10
H: -6.01 -0.52 2.80  0.10
H: -1.75 -0.29 1.67  0.12
H: 3.82 -1.26 -0.93  0.12
H: 3.86 -2.44 0.41  0.13
H: 2.44 -3.25 -1.45  0.13
H: 1.44 -1.78 -1.35  0.12

LUMO level = 0.72 eV
gap between HOMO and LUMO = 0.3100 Eh
HOMO = -0.2837 Eh
SMILES = CCOCCN1CCN(c2c(CC)c(C)nc3cc(-c4cc(OC)cc(OC)c4)nn23)CC1

=====

No. 2
Molecular formula: C25H36CeCl2N8O2
Method: DFT, ωB97M-V with the def2-TZVPD basis set

Last column: Löwdin charge in e.
Positions of all 74 atoms, in Å:
Ce: 1.27 0.99 0.81  0.85
O: -2.01 0.97 3.77  0.03
C: -2.10 -0.39 4.01  -0.25
C: -3.09 -0.87 4.86  -0.01
C: -3.26 -2.23 5.03  -0.03
C: -2.45 -3.13 4.34  -0.05
C: -1.45 -2.66 3.52  0.00
C: -1.23 -1.28 3.35  -0.09
C: -0.06 -0.83 2.57  -0.41
O: 0.33 0.40 2.60  -0.23
N: 0.57 -1.78 1.88  0.11
N: 1.66 -1.28 1.21  -0.16
C: 2.59 -2.04 0.78  0.01
C: 3.69 -1.38 0.06  -0.23
C: 4.77 -2.09 -0.41  0.03
C: 5.80 -1.42 -1.06  0.00
C: 5.70 -0.05 -1.22  0.00
C: 4.58 0.59 -0.71  -0.11
N: 3.58 -0.03 -0.09  0.02
H: -2.46 1.43 4.49  0.13
H: -3.72 -0.16 5.39  0.13
H: -4.02 -2.58 5.71  0.13
H: -2.60 -4.19 4.47  0.12
H: -0.78 -3.34 3.02  0.12
H: 2.61 -3.11 0.96  0.16
H: 4.82 -3.17 -0.26  0.13
H: 6.66 -1.96 -1.44  0.13
H: 6.47 0.52 -1.72  0.13
H: 4.48 1.67 -0.81  0.12
Cl: 0.91 3.67 1.49  0.68
C: 2.32 3.76 2.57  -0.77
Cl: 3.19 2.22 2.46  0.71
H: 1.98 3.92 3.59  0.07
H: 2.97 4.56 2.23  0.07
N: -4.53 1.23 0.04  0.08
C: -3.86 0.09 0.74  -0.07
C: -2.39 0.03 0.33  -0.16
N: -1.67 1.29 0.62  -0.07
C: -2.34 2.39 -0.07  -0.16
C: -3.82 2.52 0.30  -0.07
H: -5.51 1.30 0.32  0.20
H: -4.55 1.04 -0.97  0.19
H: -4.37 -0.84 0.51  0.15
H: -3.94 0.28 1.82  0.13
H: -2.30 -0.16 -0.74  0.12
H: -1.94 -0.80 0.86  0.11
H: -1.72 1.44 1.63  0.09
H: -2.24 2.22 -1.15  0.13
H: -1.86 3.34 0.17  0.12
H: -4.29 3.31 -0.29  0.15
H: -3.94 2.75 1.36  0.15
C: -0.85 -2.21 -3.65  -0.14
C: -0.22 -2.50 -2.30  -0.15
N: -0.06 -1.22 -1.62  0.08
C: 0.46 -0.13 -2.27  -0.35
N: 0.79 0.92 -1.51  -0.13
C: 1.33 2.09 -2.23  -0.21
C: 2.17 1.64 -3.41  -0.13
C: 1.25 0.89 -4.35  -0.12
N: 0.53 -0.15 -3.60  -0.01
C: 0.07 -1.29 -4.42  -0.12
H: -1.83 -1.75 -3.50  0.12
H: -0.99 -3.13 -4.22  0.13
H: 0.74 -3.02 -2.43  0.13
H: -0.87 -3.13 -1.69  0.13
H: 0.16 -1.27 -0.64  0.09
H: 1.93 2.69 -1.53  0.10
H: 0.51 2.72 -2.58  0.13
H: 2.95 0.96 -3.05  0.11
H: 2.64 2.48 -3.92  0.14
H: 1.81 0.40 -5.14  0.14
H: 0.53 1.57 -4.82  0.14
H: 0.94 -1.83 -4.79  0.14
H: -0.45 -0.88 -5.29  0.14

LUMO level (spin up / spin down) = -8.46 / -8.44 eV
gap between HOMO and LUMO (spin up / spin down) = 0.2700 / 0.2707 Eh
HOMO (spin up / spin down) = -0.5808 / -0.5809 Eh
expectation value of S² = 0.75
total charge = +3
multiplicity = 2

=====

No. 3
Molecular formula: C25H36F5N2O11
Method: DFT, ωB97M-V with the def2-TZVPD basis set

Last column: Löwdin charge in e.
Positions of all 79 atoms, in Å:
O: 5.56 -5.74 5.03  0.06
C: 5.78 -5.20 3.80  0.00
N: 5.90 -4.53 2.58  0.10
C: 4.50 -3.98 2.34  -0.07
C: 3.29 -5.14 2.24  0.11
N: 1.84 -4.76 2.05  0.10
C: 1.44 -3.30 1.94  0.03
C: -0.18 -2.95 1.79  -0.13
F: -0.77 -4.05 0.97  0.02
F: -0.26 -1.65 1.08  0.05
C: -0.79 -2.90 3.33  -0.12
F: -0.57 -4.19 4.08  0.04
F: 0.03 -1.88 4.05  0.04
F: -2.23 -2.49 3.38  0.05
C: 2.51 -2.03 1.98  0.15
C: 4.11 -2.39 2.19  0.09
C: 5.24 -1.21 2.24  -0.24
O: 6.10 -0.88 1.27  0.07
O: 5.34 -0.44 3.52  -0.01
H: 3.57 -6.28 2.34  0.15
H: 1.09 -5.48 2.01  0.16
H: 2.18 -0.90 1.90  0.14
H: 4.70 0.34 3.41  0.15
O: -6.45 0.63 6.77  0.08
C: -6.24 -0.50 6.33  -0.50
O: -5.35 -0.68 5.33  0.00
C: -4.89 -1.97 4.87  -0.23
C: -5.85 -2.56 3.86  -0.06
C: -7.02 -1.67 6.84  0.00
H: -4.70 -2.64 5.72  0.12
H: -3.92 -1.80 4.39  0.09
H: -6.84 -2.73 4.30  0.07
H: -5.48 -3.51 3.48  0.08
H: -6.00 -1.87 3.02  0.09
H: -7.98 -1.71 6.33  0.10
H: -7.18 -1.54 7.92  0.10
H: -6.50 -2.63 6.73  0.07
O: 1.92 -0.78 -0.17  0.00
C: 1.46 0.02 -0.98  -0.47
O: 1.93 1.29 -1.01  0.01
C: 1.60 2.25 -2.03  -0.21
C: 0.29 2.96 -1.71  -0.05
C: 0.32 -0.36 -1.88  0.02
H: 1.60 1.79 -3.03  0.12
H: 2.41 2.99 -2.04  0.11
H: -0.55 2.25 -1.68  0.07
H: 0.07 3.72 -2.46  0.09
H: 0.34 3.43 -0.73  0.09
H: -0.62 -0.26 -1.32  0.10
H: 0.45 -1.40 -2.18  0.09
H: 0.27 0.22 -2.79  0.08
O: 3.10 4.67 -3.99  0.07
C: 3.69 5.56 -3.38  -0.50
O: 3.69 5.58 -2.03  -0.02
C: 4.49 6.46 -1.23  -0.23
C: 3.81 7.81 -1.05  -0.07
C: 4.35 6.68 -4.13  0.01
H: 5.50 6.55 -1.63  0.12
H: 4.59 5.98 -0.25  0.12
H: 3.68 8.31 -2.01  0.07
H: 4.40 8.45 -0.40  0.09
H: 2.82 7.68 -0.62  0.09
H: 3.60 7.43 -4.39  0.10
H: 4.79 6.27 -5.04  0.10
H: 5.16 7.15 -3.58  0.07
O: -3.33 1.56 -4.68  0.08
C: -3.37 0.42 -5.14  -0.51
O: -3.24 -0.65 -4.33  -0.02
C: -3.45 -2.02 -4.73  -0.23
C: -2.19 -2.59 -5.36  -0.07
C: -3.46 0.20 -6.63  0.01
H: -4.32 -2.10 -5.38  0.12
H: -3.68 -2.58 -3.82  0.12
H: -1.91 -2.05 -6.27  0.07
H: -2.34 -3.65 -5.62  0.08
H: -1.35 -2.51 -4.67  0.07
H: -2.47 0.29 -7.07  0.10
H: -4.12 0.96 -7.05  0.10
H: -3.90 -0.76 -6.90  0.07

LUMO level = -5.78 eV
gap between HOMO and LUMO = 0.2088 Eh
HOMO = -0.4213 Eh
total charge = +1

=====

No. 4
Molecular formula: C25H36F7O4Si4V
Method: DFT, ωB97M-V with the def2-TZVPD basis set

Last column: Löwdin charge in e.
Positions of all 77 atoms, in Å:
V: 1.06 -0.21 -0.15  0.76
C: 1.34 -3.30 1.52  -0.01
O: 2.50 -2.58 1.08  -0.03
C: 2.38 -1.23 1.02  -0.52
O: 1.45 -0.58 1.69  -0.16
H: 1.56 -4.35 1.33  0.10
H: 0.45 -3.01 0.97  0.08
H: 1.19 -3.15 2.59  0.09
F: 2.61 1.14 -2.04  -0.02
C: 1.62 1.47 -1.12  -0.33
F: 2.29 2.09 -0.06  -0.05
H: 0.99 2.21 -1.59  0.10
C: -2.27 3.37 2.47  -0.21
Si: -0.61 2.54 2.21  0.35
C: 0.51 3.84 1.46  -0.21
C: 0.10 2.03 3.86  -0.20
Si: -1.06 0.66 0.90  0.52
Si: -2.19 -0.87 2.26  0.35
C: -1.13 -1.48 3.69  -0.21
C: -3.70 -0.07 3.04  -0.21
C: -2.80 -2.31 1.24  -0.21
Si: -2.48 1.33 -0.82  0.34
C: -1.97 2.98 -1.54  -0.21
C: -4.25 1.48 -0.21  -0.22
C: -2.48 0.08 -2.22  -0.20
H: -2.18 4.18 3.20  0.04
H: -3.03 2.68 2.83  0.01
H: -2.64 3.81 1.54  0.02
H: 0.30 4.79 1.97  0.04
H: 0.34 3.99 0.39  0.02
H: 1.56 3.60 1.61  0.02
H: 0.04 2.87 4.56  0.04
H: 1.15 1.75 3.75  0.03
H: -0.43 1.18 4.29  0.01
H: -1.36 -0.91 4.59  0.02
H: -0.07 -1.37 3.49  0.00
H: -1.35 -2.53 3.90  0.03
H: -3.42 0.69 3.76  0.02
H: -4.27 -0.84 3.57  0.04
H: -4.36 0.38 2.30  0.01
H: -2.03 -2.75 0.61  0.00
H: -3.62 -1.99 0.60  0.03
H: -3.18 -3.09 1.91  0.04
H: -1.74 3.72 -0.78  0.01
H: -2.77 3.37 -2.17  0.03
H: -1.08 2.88 -2.18  0.02
H: -4.31 2.10 0.68  0.01
H: -4.66 0.50 0.03  0.02
H: -4.88 1.93 -0.98  0.04
H: -1.52 0.04 -2.72  0.01
H: -3.24 0.34 -2.96  0.04
H: -2.71 -0.93 -1.85  0.03
F: 3.81 -1.86 -1.32  0.14
C: 4.31 -0.92 -0.52  -0.15
C: 3.65 -0.56 0.66  -0.02
C: 4.20 0.47 1.41  -0.15
F: 3.64 0.86 2.55  0.14
C: 5.36 1.12 1.01  -0.13
F: 5.87 2.10 1.75  0.14
C: 5.99 0.74 -0.16  -0.12
F: 7.09 1.36 -0.54  0.15
C: 5.47 -0.28 -0.93  -0.13
F: 6.07 -0.63 -2.07  0.14
O: -0.67 -3.13 -1.30  0.13
C: -0.10 -2.32 -1.96  -0.45
O: 0.39 -1.16 -1.38  -0.19
C: 0.19 -2.42 -3.41  -0.14
C: -0.13 -3.61 -4.05  -0.01
C: 0.12 -3.74 -5.41  -0.07
C: 0.69 -2.68 -6.11  -0.07
C: 1.00 -1.49 -5.47  -0.06
C: 0.76 -1.36 -4.11  -0.01
H: -0.57 -4.41 -3.48  0.12
H: -0.12 -4.66 -5.91  0.11
H: 0.88 -2.78 -7.17  0.11
H: 1.44 -0.67 -6.02  0.11
H: 1.02 -0.44 -3.60  0.11

LUMO level (spin up / spin down) = -1.46 / -0.41 eV
gap between HOMO and LUMO (spin up / spin down) = 0.2549 / 0.2761 Eh
HOMO (spin up / spin down) = -0.3086 / -0.2910 Eh

=====

Energy above the lowest of the compared OMol25 structures with the same formula, charge and spin in kcal per mole, matching the order above: 119.6; 16.5; 331.4; 0.0